[1]
ORCA calculation (the ωB97M-V functional and the def2-TZVPD basis) on a 2-piece molecular cluster, C9H23ClOSSi overall at a distorted geometry.

Summary:
energy relative to the best compared isomer or geometry (same formula, charge and spin) = 258.0 kJ/mol
orbital gap = 9.00 eV
E_LUMO = 0.023 hartree
SMILES = CCSC[SiH2][C@H](Cl)CC.CC(C)O
E_HOMO = -8.4 eV

ORCA input file:
```
! wB97M-V def2-TZVPD RIJCOSX def2/J DEFGRID3
* xyz 0 1
H 2.101 1.404 -1.830
H 1.289 -3.715 -1.429
H 2.341 -3.338 1.429
H -2.919 -0.279 0.423
C 2.528 0.737 -0.967
C 0.551 3.381 0.029
H -2.982 1.396 1.419
H 0.741 3.147 -1.108
H 2.581 -2.624 -0.944
H -1.223 5.479 0.197
H 2.816 -4.382 -0.807
Cl -4.258 3.650 0.208
S 0.898 1.932 1.183
H -0.016 -5.016 0.406
C 1.416 0.396 0.222
H 2.846 -0.327 -1.401
H 1.518 -5.677 1.018
H -3.187 1.359 -1.782
H -1.382 3.859 1.908
C -2.637 3.251 -0.597
H 1.331 4.235 0.322
C 0.829 -4.828 1.077
O 0.607 -2.447 0.827
H 1.955 -0.405 0.921
H 0.421 -4.777 2.092
C 1.530 -3.527 0.718
H -4.476 0.819 0.268
Si -1.216 4.020 0.450
C -2.545 1.629 -0.815
C -3.297 0.841 0.438
H -0.117 -2.607 0.198
H -2.633 3.760 -1.651
H 0.493 -0.188 -0.253
H -1.470 1.213 -1.018
H 3.475 1.201 -0.455
C 2.090 -3.571 -0.695
*
```

Results of the Mulliken charge analysis, in e, for atoms 1 through 4: 0.257 0.320 0.292 0.252


[2]
ORCA calculation (the ωB97M-V functional and the def2-TZVPD basis) on a 3-piece molecular cluster, C9H23F4O6PS2 overall.

Summary:
energy relative to the best compared isomer or geometry (same formula, charge and spin) = 0.0 kJ/mol
orbital gap = 10.11 eV
E_LUMO = 0.021 hartree
SMILES = FCC[PH3]C(F)(F)F.CCOS(C)(=O)=O.CCOS(C)(=O)=O
E_HOMO = -9.5 eV

ORCA input file:
```
! wB97M-V def2-TZVPD RIJCOSX def2/J DEFGRID3
* xyz 0 1
C -1.069 2.142 -1.511
S -1.162 4.642 -0.801
H -4.867 -3.438 0.981
F -0.311 -5.411 0.494
H -2.849 -2.502 -0.532
O 2.208 0.575 0.048
C -1.041 -5.436 1.648
C 2.835 -1.862 0.737
O 3.168 -0.914 -1.681
O 0.142 4.843 -1.354
C 5.336 0.800 -0.628
H -3.284 5.575 -1.161
F -2.869 -0.922 0.669
H -0.545 1.983 0.577
S 3.100 -0.480 -0.319
H 5.279 0.500 -1.675
H 5.597 2.904 -0.957
P -2.542 -4.223 1.494
C -3.547 -2.004 0.146
H -2.112 1.297 0.171
H -1.568 -3.227 1.216
H -2.911 -4.545 2.822
F -1.363 -6.726 1.897
H -1.998 6.800 -0.992
H -1.545 1.536 -2.280
C -1.092 1.423 -0.180
H 3.905 2.415 -0.827
H 6.364 0.662 -0.301
O -1.825 3.378 -1.498
O -1.334 4.555 0.615
F -0.197 -5.027 2.640
H -4.389 -1.676 -0.453
H -4.112 -2.394 2.174
C 4.906 2.241 -0.436
C -2.271 5.849 -1.442
H 4.899 2.500 0.622
H -0.625 0.446 -0.279
H 1.813 -2.196 0.574
H -2.159 5.890 -2.522
O 4.567 -0.122 0.177
H -3.056 -5.051 0.465
H -0.049 2.344 -1.839
H 3.539 -2.646 0.473
C -3.934 -2.955 1.262
H 2.968 -1.544 1.767
*
```

Results of the Mulliken charge analysis, in e, for atoms 1 through 4: -0.490 1.235 0.397 -0.253


[3]
ORCA calculation (the ωB97M-V functional and the def2-TZVPD basis) on C9H23FIN4O6PS as an isolated structure at a distorted geometry.

Summary:
orbital gap = 7.89 eV
E_LUMO = -0.041 hartree
E_HOMO = -9.0 eV

ORCA input file:
```
! wB97M-V def2-TZVPD RIJCOSX def2/J DEFGRID3
* xyz 0 1
N 1.144 -3.770 5.640
H 2.300 0.318 -1.570
H 0.980 -3.641 3.565
C -1.715 1.646 -2.961
F -3.648 -1.413 2.733
H 3.545 3.444 -3.137
C -3.378 3.363 -3.301
H -0.438 -4.047 6.965
N -2.291 -0.872 0.447
O -1.399 -2.555 2.286
C 0.422 -4.601 6.581
C 0.458 -3.285 4.455
C 4.391 0.343 -3.051
C -0.960 3.841 -3.736
O -2.542 0.820 -2.602
C 2.304 1.258 -2.145
H 4.410 2.512 -4.385
H -4.814 -0.404 0.530
O -3.408 -3.116 0.950
H -1.161 4.175 -4.757
H -3.443 4.402 -3.618
H 5.357 0.766 -2.770
H -0.643 1.410 -3.012
O -3.530 1.460 1.291
H -3.973 2.738 -3.970
H -0.570 -3.639 4.440
H 4.441 -0.029 -4.076
H 2.866 -3.847 6.758
H 0.019 3.364 -3.700
S -2.614 -2.063 1.625
H -3.774 3.264 -2.289
N 3.374 1.373 -2.965
H 0.075 -5.503 6.073
C 2.442 -3.429 5.830
N -1.997 2.915 -3.324
H -0.961 4.703 -3.065
P -3.592 0.311 0.303
H 1.063 -4.886 7.415
I -0.442 0.012 0.678
H 4.158 -0.486 -2.383
H -3.588 0.778 -1.033
H 0.470 -2.194 4.452
H 2.635 2.654 -4.436
C 3.505 2.565 -3.782
O 1.419 2.085 -2.028
O 3.099 -2.737 5.080
*
```

Results of the Mulliken charge analysis, in e, for atoms 1 through 4: 0.173 0.184 0.294 0.097


[4]
ORCA calculation (the ωB97M-V functional and the def2-TZVPD basis) on C9H24BiClI2OP2 as an isolated structure at a distorted geometry.

Summary:
energy relative to the best compared isomer or geometry (same formula, charge and spin) = 0.0 kJ/mol
orbital gap (spin up / spin down) = 5.30 / 5.54 eV
E_LUMO (spin up / spin down) = -0.373 / -0.368 hartree
E_HOMO (spin up / spin down) = -15.5 / -15.6 eV

ORCA input file:
```
! wB97M-V def2-TZVPD RIJCOSX def2/J DEFGRID3
* xyz 2 1
H 4.482 -1.363 -2.067
C -3.396 0.057 0.597
C 3.381 1.437 -2.020
H -2.863 1.489 -2.985
H 2.888 -1.636 -2.864
H -4.465 1.284 -2.182
H -1.125 1.779 3.315
C -1.066 0.739 3.638
H -4.496 0.023 0.563
H -3.057 0.990 1.073
Bi 0.005 -0.023 -1.357
H 2.045 -0.296 3.440
H -0.864 0.683 4.706
C 3.398 0.071 0.596
C -3.384 1.412 -2.016
C 1.053 -0.736 3.606
H -2.877 -1.660 -2.862
H 2.855 1.514 -2.986
H -3.006 -0.800 1.167
H 3.212 -2.357 -1.264
H -3.196 2.332 -1.449
H 3.110 -0.849 1.128
O 0.071 0.170 1.622
H 4.494 0.162 0.559
H 4.461 1.311 -2.192
Cl 0.002 -0.110 -3.868
I -0.055 2.843 -0.328
H -3.209 -2.382 -1.264
I 0.036 -2.792 -0.052
H 2.958 0.937 1.111
C 0.021 0.066 2.848
C 3.401 -1.483 -1.900
H -4.475 -1.387 -2.072
H 1.047 -1.768 3.210
C -3.394 -1.506 -1.900
H -2.023 0.245 3.417
H 0.835 -0.746 4.675
P 2.746 0.008 -1.096
P -2.742 -0.016 -1.094
H 3.195 2.357 -1.451
*
```

Results of the Mulliken charge analysis, in e, for atoms 1 through 4: 0.440 -1.040 -1.084 0.351


[5]
ORCA calculation (the ωB97M-V functional and the def2-TZVPD basis) on a 9-piece molecular cluster, C9H24Cl6N6O12 overall at a distorted geometry.

Summary:
energy relative to the best compared isomer or geometry (same formula, charge and spin) = 131.5 kJ/mol
orbital gap = 10.46 eV
E_LUMO = -0.005 hartree
SMILES = C[N+](=O)[O-].C[N+](=O)[O-].C[N+](=O)[O-].C[N+](=O)[O-].C[N+](=O)[O-].C[N+](=O)[O-].ClCCl.ClCCl.ClCCl
E_HOMO = -10.6 eV

ORCA input file:
```
! wB97M-V def2-TZVPD RIJCOSX def2/J DEFGRID3
* xyz 0 1
N -0.101 -3.483 3.576
N 3.340 -2.289 1.674
C 3.784 -2.320 -3.113
C 0.450 3.828 2.177
O 0.709 -4.238 3.083
H 0.366 -1.552 2.818
Cl -3.333 -1.925 -0.193
O 0.722 1.119 -2.197
C -3.888 -0.224 -3.375
O 3.573 -3.399 2.088
H 1.870 3.222 -1.574
H 4.804 -1.231 2.770
H -5.057 -3.167 0.900
H -0.684 -1.669 4.358
O 3.299 4.489 -3.489
H 3.563 3.601 -0.986
C -4.979 -2.661 -0.062
H -5.075 -3.374 -0.881
Cl -0.003 5.423 1.690
H -4.425 1.028 0.972
O -1.473 0.667 1.651
C -3.729 1.137 1.804
N 2.746 4.915 -2.440
H 0.081 -0.946 0.271
N -2.338 1.365 1.201
O -2.259 2.109 0.291
H -3.560 0.753 -3.021
H -0.154 3.734 3.079
H -4.006 2.012 2.393
H -4.586 0.124 -4.137
N -2.668 -0.936 -3.941
H 0.681 -1.307 -1.353
C 4.473 -1.226 1.732
Cl 3.641 -1.447 -1.534
H 2.815 -2.395 -3.606
Cl 2.227 3.791 2.277
H 4.087 -0.318 1.268
H -0.042 3.069 1.569
O 2.230 -1.949 1.278
C 2.587 3.989 -1.281
H 1.014 -1.941 4.484
O -1.146 -3.912 4.087
O -2.168 -1.825 -3.278
H -3.786 0.298 2.497
O -2.311 -0.643 -5.021
C 0.178 -2.013 3.788
Cl -6.320 -1.488 -0.164
O 2.200 5.998 -2.294
H 2.112 4.581 -0.500
H -0.912 -0.533 -1.111
H 5.289 -1.615 1.123
C 0.117 -0.588 -0.758
O 1.018 1.515 -0.106
N 0.629 0.801 -1.027
H -4.484 -0.907 -2.770
H 4.593 -2.016 -3.778
Cl 4.289 -4.027 -2.906
*
```

Results of the Mulliken charge analysis, in e, for atoms 1 through 4: 0.940 0.738 -0.379 0.317


The following calculated total energy values (in a.u.) correspond, in order, to the records above: -1579.7101; -2345.2449; -2164.2487; -2384.9245; -4349.2490.